1.
Computed, not measured: a structure of composition C22H44As3AuN2SSi in a non-equilibrium geometry, with ωB97M-V/def2-TZVPD.

Last column: Löwdin charge in e.
CARTESIAN COORDINATES (ANGSTROEM)
Au  0.2324  0.1612  -0.4672  0.64
C  4.2756  -4.6393  1.0414  -0.16
Si  3.3376  -4.5426  -0.5711  0.53
C  1.6481  -5.3171  -0.3899  -0.20
C  4.2836  -5.3064  -1.9809  -0.17
C  3.2504  -2.6538  -0.9035  -0.20
C  4.3946  -2.0055  -1.3653  -0.03
C  4.4235  -0.6324  -1.6209  -0.02
C  3.2881  0.0958  -1.3793  -0.12
N  2.1812  -0.5093  -0.9181  -0.17
C  2.1516  -1.8248  -0.7033  -0.72
S  0.5422  -2.2621  -0.1853  0.68
H  4.6042  -5.6640  1.2280  0.05
H  3.6373  -4.3315  1.8727  0.04
H  5.1571  -3.9956  1.0324  0.04
H  1.7575  -6.4039  -0.3723  0.05
H  0.9838  -5.0634  -1.2195  0.01
H  1.1568  -5.0191  0.5392  0.02
H  4.1960  -6.3936  -1.9306  0.05
H  5.3479  -5.0651  -1.9489  0.04
H  3.8961  -4.9868  -2.9509  0.04
H  5.2894  -2.5891  -1.5534  0.12
H  5.3084  -0.1484  -2.0080  0.12
H  3.2304  1.1593  -1.5495  0.07
C  2.6552  3.3426  0.0697  -0.24
As  0.9463  2.6637  -0.5499  1.12
C  0.8483  3.4323  -2.3280  -0.25
C  -0.1448  3.7916  0.6119  -0.32
C  -1.6682  3.6639  0.6354  -0.67
C  -2.2161  4.0205  -0.7552  -0.06
C  -2.1470  2.2789  1.0732  -0.34
As  -2.0784  0.6862  -0.0552  1.04
C  -3.1233  -0.4315  1.1276  -0.23
C  -3.2336  1.0373  -1.5578  -0.25
C  -2.2167  4.7065  1.6316  -0.37
As  -2.0324  4.6141  3.6221  1.16
C  -0.4116  3.5747  4.0365  -0.35
C  -3.3649  3.2576  4.1080  -0.34
H  2.5839  4.4289  0.0619  0.06
H  3.4678  3.0287  -0.5798  0.03
H  2.8533  2.9908  1.0800  0.05
H  0.6538  4.5003  -2.2517  0.05
H  0.0787  2.9546  -2.9282  0.03
H  1.8093  3.2748  -2.8162  0.04
H  0.1180  4.8121  0.3208  0.10
H  0.2622  3.6229  1.6089  0.05
H  -1.8128  3.3476  -1.5168  0.04
H  -1.9406  5.0413  -1.0242  0.10
H  -3.3042  3.9569  -0.7787  0.10
H  -3.2075  2.3485  1.3287  0.09
H  -1.6243  1.9760  1.9819  0.05
H  -3.2142  0.0486  2.0986  0.04
H  -2.6711  -1.4119  1.2418  0.03
H  -4.1050  -0.5564  0.6749  0.05
H  -4.0042  1.7340  -1.2363  0.05
H  -3.6758  0.0954  -1.8659  0.02
H  -2.6857  1.4546  -2.3985  0.04
H  -3.2976  4.7985  1.4924  0.08
H  -1.7933  5.6817  1.3799  0.07
H  0.4835  4.1583  3.8239  0.02
H  -0.3558  2.6101  3.5281  0.00
H  -0.4431  3.3899  5.1095  0.03
H  -4.3225  3.4861  3.6406  0.02
H  -3.4986  3.3059  5.1872  0.02
H  -3.0573  2.2442  3.8467  0.00
C  -2.1382  -5.3479  -1.5786  -0.08
C  -3.2289  -4.2751  -1.6927  -0.19
C  -2.6965  -2.9266  -1.4977  -0.18
N  -2.2799  -1.8673  -1.3396  0.08
H  -2.5951  -6.3316  -1.6558  0.09
H  -1.6257  -5.2810  -0.6198  0.07
H  -1.4070  -5.2442  -2.3785  0.08
H  -4.0031  -4.4364  -0.9413  0.13
H  -3.7089  -4.3131  -2.6709  0.13

Multiplicity: 1
Kohn-Sham gap (eV): 5.14
Total charge: +2

2.
Computed, not measured: a structure of composition C22H44BCl6Cs2F11LiO5PS in a non-equilibrium geometry, with ωB97M-V/def2-TZVPD.

Last column: Löwdin charge in e.
CARTESIAN COORDINATES (ANGSTROEM)
C  -0.2557  -1.7088  3.6388  -0.11
C  -1.7174  -2.1833  3.8265  -0.25
C  -2.7442  -1.4441  2.9179  -0.19
C  -2.5244  0.0862  2.8969  -0.22
C  -1.9442  0.6420  1.5621  -0.17
C  -1.5657  2.1219  1.8631  -0.21
C  -1.4923  3.0581  0.6299  -0.20
C  -0.1846  3.0225  -0.2155  -0.35
C  1.1302  2.6351  0.5688  -0.15
C  2.4000  2.9924  -0.3711  -0.21
C  3.5653  1.9921  -0.3038  -0.27
C  3.1915  0.4551  -0.5168  -0.12
C  3.9441  -0.5174  0.4560  -0.19
S  3.8691  0.0528  2.2061  0.62
O  2.7388  -0.4120  2.9024  -0.20
O  5.0981  -0.4445  2.9140  -0.85
O  3.7419  1.7201  2.1833  -0.23
C  4.3991  2.2470  0.9852  -0.31
H  -0.0209  -1.6720  2.5684  0.06
H  0.4291  -2.4334  4.1067  0.07
H  -0.1150  -0.7296  4.1200  0.06
H  -1.7839  -3.2649  3.6388  0.10
H  -1.9950  -2.0240  4.8869  0.10
H  -3.7489  -1.6759  3.3110  0.10
H  -2.7132  -1.8570  1.8997  0.11
H  -1.8500  0.4295  3.7023  0.10
H  -3.4883  0.5794  3.1108  0.09
H  -2.8011  0.6955  0.8667  0.10
H  -1.1055  0.0551  1.1707  0.10
H  -0.6868  2.1888  2.5215  0.11
H  -2.4156  2.4957  2.4648  0.11
H  -2.3081  2.7278  -0.0465  0.09
H  -1.7680  4.0747  0.9520  0.10
H  -0.0210  4.0964  -0.5947  0.11
H  -0.2719  2.3822  -1.1667  -0.20
H  1.2568  3.2338  1.4803  0.12
H  1.0961  1.5826  0.8858  0.10
H  2.8082  3.9560  -0.0096  0.07
H  2.1000  3.1931  -1.4268  -0.02
H  4.2501  2.2514  -1.1288  0.15
H  3.5506  0.1651  -1.5170  0.13
H  2.1142  0.2410  -0.5034  0.11
H  3.4558  -1.5177  0.4345  0.11
H  5.0201  -0.6184  0.0998  0.08
H  4.5303  3.3392  1.0437  0.14
H  5.4264  1.8018  0.8065  -0.14
O  -5.7834  0.1217  2.0070  0.14
C  -6.2452  0.9315  1.2605  -0.50
O  -5.4649  1.4578  0.2790  -0.01
C  -5.9742  2.2551  -0.7816  -0.25
C  -6.0368  3.7172  -0.3813  -0.07
C  -7.6504  1.4592  1.4393  0.01
H  -6.9356  1.8782  -1.1339  0.11
H  -5.2738  2.1385  -1.6113  0.12
H  -6.7210  3.8755  0.4521  0.07
H  -6.3683  4.3319  -1.2217  0.07
H  -5.0529  4.0623  -0.0573  0.07
H  -7.6297  2.3125  2.1167  0.09
H  -8.2536  0.6703  1.8825  0.09
H  -8.1385  1.7358  0.5066  0.07
Cs  0.3237  2.4831  -2.9607  1.28
C  0.4382  8.7426  -3.4989  -0.96
Cl  -0.8089  7.5072  -3.1187  0.46
Cl  1.6933  8.0773  -4.5211  0.59
H  -0.0393  9.5709  -4.0103  0.04
H  0.8734  9.0753  -2.5619  0.05
B  -0.6099  -3.0300  -0.3027  -1.24
F  -0.1089  -1.7695  0.1730  0.04
F  0.4425  -3.8420  -0.7078  0.12
F  -1.3309  -3.6591  0.7312  0.09
F  -1.4727  -2.7735  -1.3997  0.06
F  3.4265  -5.6225  0.0466  -0.20
P  3.8172  -4.4333  -1.0063  0.28
F  4.9425  -3.2326  -0.9603  -0.28
F  3.1634  -3.6017  0.2720  -0.21
F  3.1878  -5.4394  -2.1531  -0.46
F  5.2283  -5.2631  -1.1925  -0.28
F  2.9477  -3.4006  -1.9439  -0.23
Li  -2.7417  6.8871  -4.5586  0.83
F  4.0542  5.2261  -0.7709  -0.75
Cl  1.9060  -7.2424  -1.9674  0.72
C  0.3329  -7.4317  -1.1593  -0.62
C  -0.6357  -8.2793  -1.9501  -0.67
Cl  -1.1800  -7.4756  -3.4505  0.51
H  -0.0646  -6.4336  -0.9749  0.07
H  0.5274  -7.9058  -0.1969  0.07
H  -1.5299  -8.4725  -1.3567  0.06
H  -0.1944  -9.2350  -2.2248  0.06
Cs  6.5240  0.6624  1.8645  1.73
C  5.4534  -3.6907  -5.0320  -0.98
Cl  5.1756  -4.1858  -3.3656  0.76
Cl  7.1817  -3.7310  -5.4566  0.46
H  4.9200  -4.3639  -5.6953  0.03
H  5.0909  -2.6762  -5.1677  0.02

Multiplicity: 1
Kohn-Sham gap (eV): 2.61